Density functional theory data (ωB97M-V with the def2-TZVPD basis set) for a structure of composition C28H29BrIN6O3SZr in a non-equilibrium geometry.

## Properties
ΔE to the lowest compared entry with this formula, charge and spin   20.6 kcal per mole
HOMO-LUMO gap   6.40 eV
E_HOMO   -15.8 eV
Electronic energy   -4954.71610 Eh
Charge   +3

Each line ends with the natural charge from an NBO analysis.
Element x y z (Å)
I1 0.689 -2.852 -0.658  0.409
Zr1 -0.729 0.025 -0.191  1.933
Br1 -2.143 -1.611 -2.202  0.190
S1 0.302 0.823 1.954  2.217
O1 -1.091 1.247 1.589  -0.969
O2 5.044 0.919 -4.274  -0.486
O3 1.084 1.126 0.727  -0.908
N1 2.045 2.468 7.219  -0.702
N2 -1.362 -1.618 3.331  -0.420
N3 2.590 0.049 -3.265  -0.424
N4 -1.952 -1.397 1.043  -0.636
N5 0.570 0.259 -1.905  -0.731
N6 0.135 -0.781 1.685  -0.952
C1 -2.550 -2.163 3.569  0.161
C2 2.696 0.535 -4.664  -0.234
C3 -0.444 3.374 -1.666  -0.648
C4 -2.593 -4.246 -3.226  -0.233
C5 -2.239 1.609 -1.323  -0.468
C6 -1.605 2.799 -0.902  0.055
C7 -0.282 -5.373 -2.124  -0.210
C8 -1.726 -3.497 -2.459  -0.083
C9 -3.226 2.990 0.887  -0.135
C10 2.577 1.531 5.086  -0.257
C11 2.179 1.156 3.837  -0.123
C12 -3.813 1.783 0.512  -0.105
C13 3.862 1.518 -4.752  -0.086
C14 1.661 2.139 5.987  0.284
C15 0.335 2.401 5.549  -0.269
C16 -1.145 -6.141 -2.896  -0.175
C17 -0.075 2.025 4.304  -0.120
C18 3.863 -0.472 -2.705  -0.233
C19 -2.293 -5.585 -3.439  -0.103
C20 -3.343 1.100 -0.599  -0.240
C21 0.851 1.405 3.448  -0.435
C22 -3.479 -2.394 2.553  -0.277
C23 -2.130 3.480 0.199  -0.151
C24 1.538 0.158 -2.557  0.767
C25 -3.142 -1.969 1.292  0.118
C26 4.949 0.581 -2.910  -0.085
C27 -0.580 -4.041 -1.904  -0.180
C28 -1.088 -1.303 2.087  0.563
H1 -1.689 4.426 0.488  0.250
H2 4.731 1.473 -2.306  0.177
H3 3.738 -0.724 -1.654  0.224
H4 -0.552 4.454 -1.751  0.266
H5 -3.641 3.556 1.710  0.253
H6 -2.046 1.255 -2.334  0.281
H7 3.634 2.431 -4.187  0.178
H8 2.907 -0.329 -5.295  0.237
H9 1.397 2.862 7.881  0.422
H10 0.492 3.181 -1.135  0.243
H11 -2.966 -6.185 -4.036  0.250
H12 2.869 0.691 3.144  0.244
H13 0.614 -5.809 -1.703  0.254
H14 -3.477 -3.794 -3.655  0.256
H15 -0.379 2.958 -2.669  0.229
H16 -3.924 0.276 -0.993  0.254
H17 -4.685 1.419 1.041  0.242
H18 3.599 1.367 5.400  0.249
H19 1.760 0.993 -4.976  0.232
H20 -0.353 2.908 6.213  0.247
H21 4.027 1.780 -5.795  0.241
H22 -3.818 -2.078 0.452  0.235
H23 -1.086 2.214 3.967  0.244
H24 -2.761 -2.421 4.600  0.244
H25 -0.910 -7.182 -3.071  0.259
H26 -4.432 -2.862 2.751  0.274
H27 4.124 -1.370 -3.267  0.237
H28 5.911 0.174 -2.607  0.237
H29 2.977 2.276 7.545  0.423